{"formula": "C7H14S2", "method": "wB97M-V/def2-TZVPD", "e_above_lowest_ev": 2.284, "homo_ev": [-4.5, -9.2], "spin_multiplicity": 3, "lumo_energy_ev": [0.59, -2.42], "s_squared": 2.003, "gap_ev": [5.0, 6.8], "elements": ["C", "C", "C", "C", "C", "C", "C", "S", "S", "H", "H", "H", "H", "H", "H", "H", "H", "H", "H", "H", "H", "H", "H"], "xyz": [[1.841070, 0.357790, 1.122921], [1.943878, 0.226312, -1.168979], [1.079692, -0.413712, -0.007258], [-0.694620, 1.485397, -0.082020], [-1.067339, -0.496610, 1.286548], [-1.069519, -0.783834, -1.236654], [-0.417104, -0.007701, -0.026838], [3.221481, 0.827658, 0.013257], [1.237701, -2.210027, -0.000477], [1.317250, 1.318919, 1.510282], [2.052964, -0.236506, 1.923343], [2.233689, -0.554830, -1.922830], [1.654660, 1.001159, -1.746320], [-1.651760, 1.588693, -0.590992], [0.229133, 2.159521, -0.502153], [-0.773783, 1.905611, 0.909639], [-2.231664, -0.429312, 1.421801], [-1.149261, -1.658485, 1.464259], [-0.580136, -0.028781, 2.162065], [-0.488074, -0.586066, -2.143210], [-2.206017, -0.461876, -1.165816], [-1.193089, -1.847780, -1.029251], [2.463558, -2.300468, 0.535405]], "atomic_forces_ev_per_a": [[-2.6, 1.2, -1.8], [-0.2, -4.9, 1.2], [-0.5, 2.6, -0.3], [2.5, 1.5, -0.9], [-2.5, -2.6, 1.3], [-2.3, 1.4, 1.7], [-0.7, -2.4, 0.0], [3.0, 1.2, 0.2], [0.1, -0.3, 0.2], [0.8, -1.5, -0.8], [1.1, -1.4, 2.4], [0.4, 0.6, 0.8], [-1.6, 2.9, -1.5], [0.3, 0.6, -0.2], [-2.5, -1.7, 0.2], [-0.3, -0.1, 0.4], [1.9, 1.2, -0.7], [1.3, 1.9, -0.6], [-0.4, -0.3, -0.3], [-0.8, 0.0, -0.1], [2.2, -0.2, -1.1], [0.7, -0.1, -0.1], [0.0, 0.2, 0.0]]}



{"formula": "C7H14Si2", "method": "wB97M-V/def2-TZVPD", "homo_ev": [-8.0, -8.8], "spin_multiplicity": 1, "lumo_energy_ev": [-0.94, -0.47], "gap_ev": [7.1, 8.3], "elements": ["C", "C", "C", "C", "C", "C", "C", "Si", "Si", "H", "H", "H", "H", "H", "H", "H", "H", "H", "H", "H", "H", "H", "H"], "xyz": [[-2.616909, 0.714949, -1.979939], [-1.270936, 0.376135, -1.748856], [-3.497606, 0.654378, -0.959355], [-0.968490, -0.127697, 0.175568], [1.632296, 1.564895, -0.154039], [1.689191, -1.354178, -0.814624], [1.282109, -0.953681, 2.070409], [-2.737531, 0.139454, 0.693295], [0.826455, -0.127098, 0.395886], [-2.920885, 1.072787, -3.053048], [-0.388820, 0.233724, -2.301286], [-4.528341, 0.885735, -1.187688], [1.309873, 1.776021, -1.131456], [1.179462, 2.500598, 0.241709], [2.678291, 1.637526, 0.072477], [2.506620, -0.822960, -1.234590], [1.842625, -2.282009, -0.300327], [0.961067, -1.633713, -1.708671], [1.713797, -0.045908, 2.705786], [0.417153, -1.476703, 2.470141], [2.134156, -1.533780, 1.760270], [-3.240408, 1.194108, 1.667935], [-3.459467, -1.136917, 1.017559]], "atomic_forces_ev_per_a": [[0.9, 0.6, -2.5], [-0.5, -1.1, 5.5], [-0.4, 0.1, 0.4], [-2.0, 1.9, -4.3], [-1.8, 0.3, 2.3], [-3.7, 0.2, -1.6], [0.9, 3.8, -0.1], [-0.8, 0.0, -0.8], [1.4, -0.5, -0.4], [0.5, -0.8, 2.0], [0.6, 0.1, -1.0], [-0.2, 0.0, 0.3], [0.4, -0.5, -2.0], [0.1, -0.7, 0.8], [0.6, -0.1, -0.4], [1.2, -0.1, -0.3], [0.7, -0.4, 0.1], [1.5, 0.6, 1.7], [-1.2, -2.2, -0.6], [0.4, 0.0, 0.3], [0.1, -0.7, 0.5], [0.7, -0.5, -0.2], [0.4, 0.2, 0.2]]}



{"formula": "C7H15AsI2N2RuS4", "method": "wB97M-V/def2-TZVPD", "e_above_lowest_ev": 0.207, "homo_ev": [-14.5, -14.0], "spin_multiplicity": 5, "lumo_energy_ev": [-7.44, -8.49], "s_squared": 6.039, "gap_ev": [7.1, 5.5], "total_charge": 2, "elements": ["Ru", "S", "As", "S", "S", "S", "I", "C", "I", "H", "H", "C", "C", "N", "C", "C", "N", "C", "C", "H", "H", "H", "H", "H", "H", "H", "H", "H", "H", "H", "H", "H"], "xyz": [[-2.089759, 0.689693, -0.004014], [-3.556226, 4.952101, 1.437946], [-3.780790, 3.407309, 0.031677], [-1.820443, 2.734113, -0.890849], [-4.069649, 1.343200, 0.873672], [-5.158372, 4.180375, -1.355010], [-3.214494, -1.775269, -0.209442], [-2.418704, -3.812256, -0.228881], [-0.378153, -4.083906, -0.713601], [-3.007021, -4.332715, -0.975599], [-2.592763, -4.205842, 0.765316], [1.965391, -0.927047, 1.208851], [0.488616, -0.473343, 1.235606], [0.186062, 0.382145, 0.065459], [0.515343, -0.320614, -1.198341], [2.015705, -0.690723, -1.235494], [2.633716, -0.251748, 0.054463], [2.520629, 1.230950, 0.201657], [1.020807, 1.603605, 0.152992], [2.048487, -2.003517, 1.071637], [2.489559, -0.651877, 2.121617], [0.276774, 0.095290, 2.140288], [-0.159601, -1.346708, 1.225146], [0.258633, 0.335535, -2.029136], [-0.089312, -1.221758, -1.276402], [2.536016, -0.193892, -2.051860], [2.155216, -1.765780, -1.334957], [3.620390, -0.514331, 0.047893], [3.077389, 1.705412, -0.603890], [2.980816, 1.518389, 1.145040], [0.811898, 2.228526, -0.711801], [0.733853, 2.164669, 1.040031]], "atomic_forces_ev_per_a": [[0.2, 1.0, 0.2], [-0.2, -0.5, -0.6], [-0.3, 1.0, 0.0], [-0.3, -0.7, 0.4], [0.6, -0.1, -0.5], [0.4, -0.2, 0.6], [-0.4, -0.8, 0.0], [0.3, 0.3, 0.0], [-0.1, 0.0, 0.1], [-0.1, 0.1, 0.0], [0.0, 0.1, 0.0], [-0.2, -0.1, 0.2], [0.1, -0.1, 0.0], [-0.3, -0.1, -0.1], [0.2, 0.0, 0.0], [-0.2, 0.0, -0.3], [0.2, -0.1, 0.0], [-0.1, 0.3, 0.0], [0.0, 0.0, 0.0], [0.1, 0.0, -0.1], [0.1, 0.0, -0.1], [0.0, 0.0, 0.0], [0.0, 0.0, -0.1], [0.0, 0.0, 0.0], [0.0, 0.0, 0.1], [0.1, 0.0, 0.1], [0.1, 0.0, 0.1], [0.0, 0.0, 0.0], [0.0, -0.1, 0.0], [0.0, -0.1, 0.0], [0.0, 0.0, 0.0], [0.0, 0.0, 0.0]]}



Number 1: DFT total energy -1071.25034 hartree. Number 2: DFT total energy -853.91088 hartree. Number 3: DFT total energy -4903.39923 hartree.